C49H74BrN2P2RuSi3 | wB97M-V/def2-TZVPD

```
132
Properties=species:S:1:pos:R:3:forces:R:3
Ru 0.201878 -0.546722 -0.039657 0.3 0.9 -0.6
C 4.155462 0.277112 -0.466396 0.0 0.0 -0.1
Si 3.271850 0.114939 1.163131 0.1 0.1 0.0
C 4.238487 1.085997 2.441596 0.0 0.0 0.0
C 3.155003 -1.647728 1.769180 0.0 0.0 0.0
N 1.647139 0.746556 0.900856 -0.2 -0.5 0.2
P 0.489144 1.565795 1.672417 -0.1 -0.1 0.2
C -0.889940 0.996136 0.808650 0.2 0.0 -0.2
P -1.721832 1.322174 -0.671499 0.0 -0.1 0.2
N -0.980110 0.199150 -1.570170 -0.3 -0.2 0.1
Si -1.190948 -0.303580 -3.248152 0.1 0.1 -0.1
C -1.663327 -2.107170 -3.289326 0.0 0.0 -0.1
C -2.580857 0.713259 -3.979762 0.0 0.0 0.0
C 0.391940 0.055069 -4.158694 0.1 0.0 0.0
C -3.457115 0.974019 -0.359499 0.0 -0.1 0.0
C -3.922870 -0.308208 -0.642785 0.0 0.0 -0.1
C -5.215825 -0.670231 -0.295418 0.0 0.0 0.0
C -6.041653 0.242363 0.346224 0.0 0.0 0.0
C -5.572912 1.513574 0.652265 0.0 0.0 0.0
C -4.281039 1.879696 0.308184 0.0 0.0 0.0
C -1.534140 2.963839 -1.370903 0.0 0.0 -0.1
C -2.594440 3.749774 -1.816789 0.0 0.0 0.1
C -2.343328 4.991753 -2.382841 0.0 0.0 0.0
C -1.038811 5.445106 -2.514401 0.0 0.0 0.0
C 0.023672 4.652238 -2.098200 0.0 0.0 0.0
C -0.221753 3.412432 -1.534279 0.0 0.0 0.0
C 0.248885 1.076794 3.388844 0.0 0.2 0.0
C 1.175311 1.479036 4.350688 0.0 0.0 0.0
C 1.035478 1.066529 5.665444 0.0 0.0 0.0
C -0.042522 0.267925 6.029993 0.0 0.0 0.0
C -0.985460 -0.105121 5.083676 0.0 0.0 0.0
C -0.843854 0.299407 3.763134 0.0 -0.1 0.0
C 0.731508 3.343426 1.683559 0.1 0.0 -0.1
C -0.316148 4.152522 2.119306 0.0 0.0 0.0
C -0.185668 5.530168 2.072033 0.0 0.0 0.0
C 0.992046 6.099825 1.600037 0.0 0.0 0.0
C 2.036707 5.294616 1.169809 0.0 0.0 0.0
C 1.904382 3.912913 1.203787 0.0 0.0 0.0
H 5.104093 -0.266285 -0.447770 0.0 0.0 0.0
H 4.379877 1.328347 -0.666237 0.0 0.0 0.0
H 3.553256 -0.109992 -1.290742 0.0 0.0 0.1
H 5.287670 0.787415 2.343618 0.0 0.0 0.0
H 3.940857 0.857335 3.465008 -0.1 0.0 0.0
H 4.204482 2.168850 2.301943 0.0 0.0 0.0
H 4.138071 -2.126519 1.728652 0.0 0.0 0.0
H 2.473918 -2.250780 1.166422 0.0 0.0 0.0
H 2.814840 -1.670990 2.808788 0.0 0.0 0.0
H -2.684783 -2.255336 -2.925762 0.0 0.0 0.0
H -0.987494 -2.711790 -2.686009 0.1 0.0 0.0
H -1.626661 -2.481527 -4.316595 0.0 0.0 0.0
H -3.537338 0.541175 -3.480980 0.0 0.0 0.0
H -2.705339 0.435593 -5.030755 0.0 0.0 0.0
H -2.364069 1.784318 -3.952908 0.0 0.0 0.0
H 1.249362 -0.362804 -3.625608 -0.1 0.0 0.0
H 0.535998 1.135267 -4.246654 0.0 0.0 0.0
H 0.372761 -0.364209 -5.168145 0.0 0.0 0.0
H -3.270079 -1.021467 -1.133062 0.0 0.0 0.0
H -5.577388 -1.664141 -0.525337 0.0 0.0 0.0
H -7.051680 -0.038534 0.614964 0.0 0.0 0.0
H -6.214045 2.220896 1.161801 0.0 0.0 0.0
H -3.917272 2.865852 0.568795 0.0 0.0 0.0
H -3.612956 3.394553 -1.739134 0.0 0.0 0.0
H -3.168110 5.601196 -2.727669 0.0 0.0 0.0
H -0.847577 6.414312 -2.956659 0.0 0.0 0.0
H 1.042103 4.998196 -2.217175 0.0 0.0 0.0
H 0.607459 2.782729 -1.234966 0.0 0.0 0.0
H 1.995857 2.130469 4.076792 0.1 0.0 0.0
H 1.759698 1.374590 6.408061 0.0 0.0 0.0
H -0.153035 -0.050710 7.058528 0.0 0.0 0.0
H -1.837443 -0.707483 5.373178 0.0 0.0 0.0
H -1.578646 0.010283 3.021299 0.0 0.0 0.0
H -1.232194 3.704990 2.491260 0.0 0.0 0.0
H -0.998366 6.162183 2.405160 0.0 0.0 0.0
H 1.092471 7.177014 1.567082 0.0 0.0 0.0
H 2.951555 5.740977 0.802084 0.0 0.0 0.0
H 2.701832 3.277594 0.837139 0.0 0.0 0.0
C 2.033990 -3.885319 -3.896786 0.0 0.0 0.0
C 2.886341 -3.251494 -2.787473 0.0 0.0 0.0
C 3.985189 -2.381711 -3.414063 0.0 0.0 0.0
C 3.520515 -4.349796 -1.924016 0.0 0.0 0.0
C 2.015119 -2.415123 -1.949924 0.0 0.0 0.1
C 1.297834 -1.722713 -1.244800 0.1 -0.1 0.1
H 2.663717 -4.519199 -4.524482 0.0 0.0 0.0
H 1.582399 -3.116280 -4.525342 0.0 0.0 0.0
H 1.236080 -4.498557 -3.474878 0.0 0.0 0.0
H 4.625922 -2.997207 -4.048692 0.0 0.0 0.0
H 4.605014 -1.920997 -2.642677 0.0 0.0 0.0
H 3.552978 -1.589490 -4.026990 0.0 0.0 0.0
H 4.183755 -4.963687 -2.536584 0.0 0.0 0.0
H 2.753695 -4.995723 -1.490081 0.0 0.0 0.0
H 4.105264 -3.914790 -1.112047 0.0 0.0 0.0
C -1.327282 -7.033388 0.221358 0.0 0.0 0.0
C -1.414882 -5.502556 0.095815 0.1 0.1 -0.1
C -2.755533 -5.141868 -0.558278 0.0 0.0 0.0
C -0.313842 -5.014922 -0.863783 0.0 -0.1 0.0
Si -1.265698 -4.713366 1.823032 0.1 0.0 0.0
Br -0.922583 -2.432696 1.433964 -0.3 -0.1 0.2
C -2.892609 -4.651245 2.832149 0.0 0.0 0.0
C -3.961128 -3.720652 2.234455 0.0 0.0 0.0
C -3.480140 -6.072640 2.919209 0.0 0.0 0.0
C -2.624809 -4.149638 4.259347 0.0 0.0 0.0
C 0.286661 -5.206916 2.821947 0.0 0.0 0.0
C 1.488296 -5.408993 1.885936 0.0 0.0 0.0
C 0.711382 -4.145968 3.851484 0.0 0.0 0.0
C 0.018115 -6.531204 3.560172 0.0 0.0 0.0
H -1.488984 -7.475849 -0.766541 0.0 0.0 0.0
H -2.082189 -7.448685 0.893510 0.0 0.0 0.0
H -0.346778 -7.362319 0.566913 0.0 0.0 0.0
H -2.763712 -5.537956 -1.578739 0.0 0.0 0.0
H -2.897216 -4.059177 -0.626006 0.0 0.0 0.0
H -3.607475 -5.575109 -0.035080 0.0 0.0 0.0
H -0.478218 -5.479128 -1.842948 0.0 0.0 0.0
H 0.686563 -5.288753 -0.537045 0.0 0.0 0.0
H -0.330677 -3.932816 -1.000874 0.0 -0.1 0.0
H -4.297201 -4.035907 1.250529 0.0 0.0 0.0
H -3.618681 -2.687505 2.163717 0.0 0.0 0.0
H -4.832934 -3.733080 2.897189 0.0 0.0 0.0
H -3.812229 -6.442236 1.947352 0.0 0.0 0.0
H -4.355313 -6.053793 3.575998 0.0 0.0 0.0
H -2.776732 -6.796191 3.335499 0.0 0.0 0.0
H -2.165233 -3.157479 4.263489 0.0 0.0 0.0
H -1.989034 -4.826721 4.828365 0.0 0.0 0.0
H -3.579149 -4.076964 4.790347 0.0 0.0 0.0
H 1.698261 -4.518144 1.289527 0.0 0.0 0.0
H 1.356678 -6.255256 1.212499 0.0 0.0 0.0
H 2.374487 -5.613548 2.495061 0.0 0.0 0.0
H 0.997848 -3.207580 3.375561 0.0 0.0 0.0
H 1.588212 -4.523889 4.387566 0.0 0.0 0.0
H -0.055515 -3.929518 4.590710 0.0 0.0 0.0
H -0.294544 -7.333646 2.887444 0.0 0.0 0.0
H -0.739183 -6.425968 4.338216 0.0 0.0 0.0
H 0.942008 -6.856374 4.048132 0.0 0.0 0.0
```
Forces are in eV/Å.

ΔE to the lowest compared entry with this formula, charge and spin	8.8	kcal/mol
LUMO energy (spin up / spin down)	-2.398 / -3.857	eV
frontier orbital gap (spin up / spin down)	0.307 / 0.248	hartree
spin multiplicity	5
total charge	+1